Run A
Here is the molecule C4H4N2O2 from the OMol25 dataset. Energies are from ωB97M-V/def2-TZVPD.

Values from the calculation:
lowest unoccupied orbital energy: -0.2 eV
HOMO level: -9.04 eV
SMILES: [H]/N=C1N=C/C(=C/O)O\1
orbital gap: 8.8 eV

Cartesian coordinates (Å):
H: -3.36 -0.99 0.01
N: -2.34 -1.35 -0.26
C: -1.52 -0.45 0.05
N: -1.60 0.98 0.04
C: -0.39 1.38 0.00
C: 0.61 0.30 -0.04
C: 1.94 0.22 -0.13
O: 2.46 -1.02 -0.05
O: -0.23 -0.81 0.22
H: 0.07 2.33 0.00
H: 2.70 0.93 -0.39
H: 1.65 -1.49 0.56

Results of the natural (NBO) charge analysis, in e, for atoms 1 through 6: number 1, H, carries 0.364; number 2, N, carries -0.660; number 3, C, carries 0.629; number 4, N, carries -0.448; number 5, C, carries 0.110; number 6, C, carries 0.074

---

Run B
Here is the molecule C4H4N2O2 from the OMol25 dataset. Energies are from ωB97M-V/def2-TZVPD.

Values from the calculation:
lowest unoccupied orbital energy: 0.2 eV
HOMO level: -9.38 eV
SMILES: O=Cn1ccc(O)n1
orbital gap: 9.6 eV

Cartesian coordinates (Å):
O: 2.90 -0.48 0.92
C: 1.96 0.35 1.05
N: 0.88 0.25 0.16
C: 0.57 -0.65 -0.82
C: -0.81 -0.45 -1.10
C: -1.26 0.30 0.01
O: -2.51 0.80 0.25
N: -0.19 0.89 0.72
H: 1.90 1.28 1.79
H: 1.25 -1.34 -1.27
H: -1.49 -0.93 -1.72
H: -3.19 -0.02 0.01

Results of the natural (NBO) charge analysis, in e, for atoms 1 through 6: number 1, O, carries -0.548; number 2, C, carries 0.545; number 3, N, carries -0.248; number 4, C, carries 0.008; number 5, C, carries -0.365; number 6, C, carries 0.420

---

Question: which arrangement is favored energetically? Ranking from most to least stable: run B, run A.

---

Run A
Here is C45H43FGeN4O6PdS as an isolated structure from the OMol25 dataset. Energies are from ωB97M-V/def2-TZVPD.

Values from the calculation:
lowest unoccupied orbital energy (alpha / beta): 1.2 / 1.3 eV
HOMO level (alpha / beta): -4.03 / -5.14 eV
charge: -1
spin multiplicity: 2
orbital gap (alpha / beta): 5.2 / 6.5 eV

Cartesian coordinates (Å):
Pd: 0.13 -0.82 -0.09
O: -4.56 -7.91 -0.87
C: -4.46 -7.06 0.19
O: -5.17 -7.23 1.15
C: -3.45 -5.99 0.11
C: -2.45 -5.92 -0.86
C: -1.45 -4.97 -0.77
C: -1.42 -4.06 0.29
S: -0.03 -3.10 0.61
C: -2.48 -4.07 1.22
C: -3.46 -5.03 1.13
H: -3.96 -7.65 -1.58
H: -2.41 -6.62 -1.69
H: -0.66 -4.94 -1.50
H: -2.48 -3.34 2.01
H: -4.25 -5.08 1.87
N: -1.54 1.31 5.01
C: -0.45 0.70 5.56
O: -0.11 0.89 6.71
C: 0.27 -0.20 4.62
C: 0.81 -1.39 5.10
C: 1.46 -2.23 4.21
C: 1.54 -1.84 2.88
N: 1.06 -0.69 2.42
C: 0.44 0.12 3.28
H: -2.09 1.93 5.58
H: -1.86 1.07 4.09
H: 0.72 -1.65 6.14
H: 1.89 -3.17 4.52
H: 2.03 -2.47 2.15
H: 0.11 1.07 2.88
C: -4.15 1.47 -0.80
C: -3.67 2.31 0.38
C: -2.21 2.75 0.18
C: -1.68 3.52 1.41
C: -0.25 3.99 1.22
C: -2.18 3.69 -1.02
O: -2.81 4.72 -1.06
N: -1.41 3.28 -2.06
C: -0.52 2.17 -2.09
O: 0.19 2.04 -3.07
N: -0.54 1.34 -1.04
C: -1.34 1.51 0.00
O: -1.38 0.63 0.89
H: -5.19 1.16 -0.67
H: -3.54 0.57 -0.90
H: -4.08 2.03 -1.73
H: -3.75 1.71 1.29
H: -4.29 3.20 0.48
H: -1.74 2.85 2.28
H: -2.34 4.38 1.60
H: 0.41 3.16 0.94
H: 0.14 4.43 2.13
H: -0.19 4.74 0.43
H: -1.36 3.89 -2.87
C: 3.59 -2.23 0.04
Ge: 2.52 -0.54 -0.40
C: 3.57 -0.15 -2.08
C: 4.93 0.08 -1.91
C: 5.79 0.19 -2.99
C: 5.30 0.06 -4.28
C: 3.94 -0.15 -4.47
C: 3.09 -0.25 -3.38
C: 3.27 0.91 0.80
C: 3.86 0.59 2.00
C: 4.39 1.57 2.86
C: 4.32 2.89 2.52
C: 3.70 3.28 1.31
C: 3.61 4.64 0.95
C: 3.00 5.02 -0.21
C: 2.44 4.04 -1.05
C: 2.52 2.71 -0.73
C: 3.16 2.28 0.45
H: 4.40 -2.31 -0.68
H: 2.96 -3.12 -0.06
H: 4.02 -2.23 1.03
H: 5.32 0.16 -0.90
H: 6.85 0.35 -2.82
H: 5.97 0.12 -5.12
H: 3.55 -0.27 -5.47
H: 2.03 -0.42 -3.54
H: 3.95 -0.44 2.29
H: 4.85 1.26 3.79
H: 4.72 3.65 3.17
H: 4.02 5.37 1.62
H: 2.93 6.06 -0.48
H: 1.95 4.34 -1.96
H: 2.07 1.97 -1.38
F: -5.93 -0.45 -3.79
C: -4.65 -0.69 -3.39
C: -4.37 -1.79 -2.59
C: -3.08 -2.03 -2.21
C: -2.01 -1.20 -2.63
C: -0.65 -1.48 -2.32
C: -2.35 -0.08 -3.42
C: -3.64 0.18 -3.80
H: -5.19 -2.43 -2.28
H: -2.86 -2.88 -1.58
H: 0.09 -0.87 -2.84
H: -0.39 -2.53 -2.16
H: -1.55 0.56 -3.77
H: -3.90 1.03 -4.41

Results of the Löwdin charge analysis, in e, for atoms 1 through 6: number 1, Pd, carries 0.479; number 2, O, carries 0.098; number 3, C, carries -0.491; number 4, O, carries 0.094; number 5, C, carries -0.153; number 6, C, carries -0.038

---

Run B
Here is C45H43FGeN4O6PdS as an isolated structure from the OMol25 dataset. Energies are from ωB97M-V/def2-TZVPD.

Values from the calculation:
lowest unoccupied orbital energy (alpha / beta): 2.1 / 1.6 eV
HOMO level (alpha / beta): -4.72 / -4.72 eV
charge: -1
spin multiplicity: 2
orbital gap (alpha / beta): 6.8 / 6.3 eV

Cartesian coordinates (Å):
Pd: 0.15 0.53 -0.09
O: -1.66 5.84 5.40
C: -0.54 6.23 4.74
O: 0.05 7.20 5.12
C: -0.14 5.40 3.57
C: -0.70 4.17 3.26
C: -0.30 3.46 2.15
C: 0.70 3.95 1.29
S: 1.19 3.12 -0.17
C: 1.28 5.18 1.63
C: 0.87 5.89 2.74
H: -2.06 5.10 4.95
H: -1.46 3.71 3.89
H: -0.72 2.48 1.95
H: 2.06 5.57 0.99
H: 1.33 6.84 2.99
N: -4.93 -0.52 -2.34
C: -4.35 0.10 -3.39
O: -4.83 0.10 -4.51
C: -3.05 0.79 -3.11
C: -2.63 1.82 -3.93
C: -1.43 2.44 -3.65
C: -0.69 2.02 -2.55
N: -1.09 1.02 -1.75
C: -2.24 0.41 -2.05
H: -5.83 -0.94 -2.50
H: -4.67 -0.32 -1.39
H: -3.25 2.11 -4.77
H: -1.05 3.25 -4.25
H: 0.24 2.50 -2.29
H: -2.52 -0.43 -1.43
C: 2.14 -4.34 1.76
C: 3.34 -3.56 1.24
C: 3.23 -2.06 1.50
C: 4.51 -1.29 1.02
C: 4.85 -1.48 -0.45
C: 3.18 -1.78 2.99
O: 3.75 -2.45 3.82
N: 2.49 -0.65 3.33
C: 1.71 0.16 2.48
O: 1.26 1.18 2.94
N: 1.48 -0.30 1.22
C: 2.05 -1.45 0.75
O: 1.69 -1.95 -0.31
H: 2.25 -5.40 1.55
H: 1.22 -4.01 1.28
H: 2.03 -4.22 2.84
H: 3.42 -3.70 0.16
H: 4.26 -3.91 1.71
H: 5.34 -1.64 1.65
H: 4.37 -0.23 1.23
H: 5.14 -2.51 -0.67
H: 5.68 -0.83 -0.72
H: 4.01 -1.23 -1.09
H: 2.54 -0.33 4.28
C: -1.24 -0.74 3.05
Ge: -1.49 -0.73 1.10
C: -3.24 0.24 0.93
C: -4.45 -0.41 1.17
C: -5.66 0.28 1.14
C: -5.67 1.64 0.86
C: -4.48 2.31 0.63
C: -3.28 1.61 0.66
C: -2.00 -2.61 0.65
C: -2.65 -3.33 1.63
C: -3.26 -4.57 1.35
C: -3.24 -5.08 0.09
C: -2.55 -4.40 -0.95
C: -2.48 -4.92 -2.27
C: -1.76 -4.28 -3.23
C: -1.04 -3.11 -2.92
C: -1.10 -2.58 -1.66
C: -1.89 -3.19 -0.65
H: -2.19 -0.97 3.52
H: -0.92 0.25 3.38
H: -0.50 -1.47 3.36
H: -4.46 -1.47 1.37
H: -6.58 -0.25 1.33
H: -6.61 2.18 0.84
H: -4.48 3.37 0.42
H: -2.35 2.15 0.46
H: -2.72 -2.93 2.63
H: -3.77 -5.10 2.15
H: -3.74 -6.02 -0.14
H: -3.00 -5.84 -2.49
H: -1.71 -4.69 -4.23
H: -0.41 -2.64 -3.67
H: -0.50 -1.75 -1.33
F: 7.17 2.77 -3.81
C: 6.00 2.15 -3.53
C: 5.61 1.09 -4.34
C: 4.41 0.46 -4.06
C: 3.60 0.87 -2.98
C: 2.40 0.20 -2.67
C: 4.05 1.95 -2.18
C: 5.24 2.59 -2.46
H: 6.24 0.79 -5.16
H: 4.09 -0.37 -4.67
H: 2.08 -0.66 -3.24
H: 1.81 0.49 -1.81
H: 3.45 2.29 -1.35
H: 5.59 3.42 -1.86

Results of the Löwdin charge analysis, in e, for atoms 1 through 6: number 1, Pd, carries 0.588; number 2, O, carries 0.091; number 3, C, carries -0.489; number 4, O, carries 0.090; number 5, C, carries -0.162; number 6, C, carries -0.032

---

Question: which arrangement is favored energetically? Ranking from most to least stable: run B, run A.

---

Run A
Here is a 2-piece molecular cluster, C5H13N2O overall from the OMol25 dataset. Energies are from ωB97M-V/def2-TZVPD.

Values from the calculation:
lowest unoccupied orbital energy: 3.8 eV
HOMO level: -2.45 eV
charge: -1
orbital gap: 6.2 eV

Cartesian coordinates (Å):
C: -1.49 0.58 -0.14
C: 0.12 0.46 1.82
C: 0.81 1.84 -0.34
C: 0.57 -0.94 -1.58
C: 0.02 0.57 0.28
N: 0.13 -2.43 0.76
N: 0.76 -0.58 -0.25
O: 0.08 -3.30 -0.20
H: -2.04 0.94 0.70
H: -1.67 1.01 -1.08
H: -1.81 -0.37 -0.12
H: -0.31 -0.37 2.21
H: -0.33 1.34 2.27
H: 1.11 0.31 2.05
H: 1.78 1.80 0.04
H: 0.95 1.65 -1.41
H: 0.27 2.81 -0.16
H: 0.57 -2.06 -1.45
H: -0.33 -0.60 -2.12
H: 1.61 -0.64 -2.25
H: -0.81 -2.01 0.97

Results of the natural (NBO) charge analysis, in e, for atoms 1 through 6: number 1, C, carries -0.656; number 2, C, carries -0.606; number 3, C, carries -0.625; number 4, C, carries -0.443; number 5, C, carries 0.149; number 6, N, carries -0.169

---

Run B
Here is C5H13N2O as an isolated structure from the OMol25 dataset. Energies are from ωB97M-V/def2-TZVPD.

Values from the calculation:
lowest unoccupied orbital energy: 3.6 eV
HOMO level: -2.82 eV
charge: -1
orbital gap: 6.4 eV

Cartesian coordinates (Å):
C: -1.24 -0.53 -0.76
N: -2.23 -0.39 -1.63
C: -3.07 0.69 1.68
C: 0.16 0.08 -0.64
C: 1.04 -0.51 -1.77
N: 0.66 -0.12 0.70
C: 2.00 0.55 1.08
O: 3.10 -0.06 0.71
H: -1.94 0.52 -0.89
H: -1.25 -1.44 -0.13
H: -3.11 -0.28 2.19
H: -2.12 1.22 1.67
H: -3.32 0.41 0.66
H: -3.75 1.33 2.25
H: 0.10 1.18 -0.67
H: 1.16 0.17 -2.61
H: 1.96 -0.83 -1.30
H: 0.54 -1.40 -2.18
H: 0.69 -1.07 1.05
H: 1.86 1.55 0.62
H: 1.84 0.61 2.20

Results of the natural (NBO) charge analysis, in e, for atoms 1 through 6: number 1, C, carries 0.058; number 2, N, carries -0.608; number 3, C, carries -0.871; number 4, C, carries -0.125; number 5, C, carries -0.643; number 6, N, carries -0.717

---

Question: which arrangement is favored energetically? Ranking from most to least stable: run B, run A.

---

Run A
Here is the molecule C4H7F from the OMol25 dataset. Energies are from ωB97M-V/def2-TZVPD.

Values from the calculation:
lowest unoccupied orbital energy: 1.0 eV
HOMO level: -9.84 eV
SMILES: CC1(F)CC1
orbital gap: 10.9 eV

Cartesian coordinates (Å):
C: 1.45 -0.34 -0.10
C: 0.19 0.47 -0.05
F: 0.31 1.95 -0.02
C: -0.90 0.04 0.73
C: -1.23 0.03 -0.70
H: 1.80 -0.39 0.93
H: 2.24 0.07 -0.77
H: 1.42 -1.33 -0.43
H: -1.28 0.52 1.53
H: -0.90 -1.09 0.94
H: -1.34 -0.95 -1.04
H: -1.75 1.03 -1.03

Results of the natural (NBO) charge analysis, in e, for atoms 1 through 6: number 1, C, carries -0.656; number 2, C, carries 0.375; number 3, F, carries -0.380; number 4, C, carries -0.459; number 5, C, carries -0.442; number 6, H, carries 0.215

---

Run B
Here is C4H7F as an isolated structure from the OMol25 dataset. Energies are from ωB97M-V/def2-TZVPD.

Values from the calculation:
lowest unoccupied orbital energy: 1.0 eV
HOMO level: -10.38 eV
orbital gap: 11.4 eV

Cartesian coordinates (Å):
C: -0.27 -0.79 0.50
C: 0.54 0.45 0.78
C: 0.09 0.98 -0.42
C: -0.41 -0.61 -0.85
H: -1.32 -0.66 0.77
H: 1.61 0.26 0.89
H: 0.27 0.88 1.79
H: 0.81 1.55 -0.90
H: -0.76 1.93 -0.39
H: 0.51 -1.15 -1.37
H: -1.54 -0.76 -1.25
F: 0.47 -2.08 0.45

Results of the natural (NBO) charge analysis, in e, for atoms 1 through 6: number 1, C, carries 0.143; number 2, C, carries -0.475; number 3, C, carries -0.390; number 4, C, carries -0.393; number 5, H, carries 0.191; number 6, H, carries 0.230

---

Question: which arrangement is favored energetically? Ranking from most to least stable: run A, run B.

---

Run A
Here is the molecule C4H7F from the OMol25 dataset. Energies are from ωB97M-V/def2-TZVPD.

Values from the calculation:
lowest unoccupied orbital energy: 0.9 eV
HOMO level: -9.25 eV
SMILES: CC(C)=CF
orbital gap: 10.2 eV

Cartesian coordinates (Å):
C: 1.09 0.09 1.04
C: 0.35 0.62 -0.48
C: -0.36 -0.63 -0.99
C: 0.19 1.72 -1.23
F: 0.63 2.97 -0.90
H: 2.12 0.44 1.08
H: 0.40 0.02 1.91
H: 1.14 -0.98 0.87
H: -0.90 -1.07 -0.09
H: 0.41 -1.39 -1.18
H: -1.05 -0.41 -1.85
H: -0.20 1.85 -2.25

Results of the natural (NBO) charge analysis, in e, for atoms 1 through 6: number 1, C, carries -0.618; number 2, C, carries -0.059; number 3, C, carries -0.636; number 4, C, carries 0.182; number 5, F, carries -0.354; number 6, H, carries 0.230

---

Run B
Here is the molecule C4H7F from the OMol25 dataset. Energies are from ωB97M-V/def2-TZVPD.

Values from the calculation:
lowest unoccupied orbital energy: 1.1 eV
HOMO level: -10.42 eV
SMILES: CC1(F)CC1
orbital gap: 11.5 eV

Cartesian coordinates (Å):
C: -0.05 -1.48 -0.05
C: 0.48 -0.06 -0.08
F: 1.95 -0.10 -0.16
C: -0.11 0.95 0.77
C: -0.30 1.06 -0.73
H: 0.30 -2.01 0.93
H: 0.00 -2.04 -1.08
H: -1.10 -1.28 0.18
H: 0.48 1.82 1.20
H: -0.83 0.60 1.45
H: -1.09 0.69 -1.31
H: 0.26 1.85 -1.13

Results of the natural (NBO) charge analysis, in e, for atoms 1 through 6: number 1, C, carries -0.642; number 2, C, carries 0.342; number 3, F, carries -0.393; number 4, C, carries -0.445; number 5, C, carries -0.446; number 6, H, carries 0.234

---

Question: which arrangement is favored energetically? Ranking from most to least stable: run B, run A.

---

Run A
Here is the molecule C2H2N2O3S from the OMol25 dataset. Energies are from ωB97M-V/def2-TZVPD.

Values from the calculation:
lowest unoccupied orbital energy: 0.0 eV
HOMO level: -8.24 eV
orbital gap: 8.2 eV

Cartesian coordinates (Å):
C: -0.37 -1.31 -0.23
C: 1.44 -0.22 0.59
N: -1.19 -0.30 -0.21
N: -0.83 1.00 0.20
O: -0.32 -2.45 -0.53
O: 2.48 -0.60 0.98
O: 1.21 1.47 -1.27
S: 0.85 1.49 0.13
H: -2.04 -0.28 -0.79
H: -1.21 1.21 1.12

Results of the natural (NBO) charge analysis, in e, for atoms 1 through 6: number 1, C, carries 0.694; number 2, C, carries 0.240; number 3, N, carries -0.492; number 4, N, carries -0.648; number 5, O, carries -0.510; number 6, O, carries -0.468

---

Run B
Here is the molecule C2H2N2O3S from the OMol25 dataset. Energies are from ωB97M-V/def2-TZVPD.

Values from the calculation:
lowest unoccupied orbital energy: 0.3 eV
HOMO level: -10.47 eV
SMILES: O=c1nc(S)on1O
orbital gap: 10.7 eV

Cartesian coordinates (Å):
O: -0.44 -0.76 2.27
C: -0.28 -0.49 1.11
N: 0.16 -1.29 0.05
C: 0.24 -0.48 -0.95
S: 0.75 -0.87 -2.57
O: -0.12 0.79 -0.78
N: -0.65 0.82 0.57
O: -0.01 1.82 1.24
H: 1.00 -2.12 -2.28
H: -0.66 2.58 1.34

Results of the natural (NBO) charge analysis, in e, for atoms 1 through 6: number 1, O, carries -0.515; number 2, C, carries 0.708; number 3, N, carries -0.566; number 4, C, carries 0.418; number 5, S, carries 0.107; number 6, O, carries -0.344

---

Question: which arrangement is favored energetically? Ranking from most to least stable: run B, run A.